This record from the Open Molecules 2025 dataset describes 7 unconnected molecules or ions with the total composition C32H93N17O8P5 at a distorted geometry. The level of theory is ωB97M-V/def2-TZVPD.

The value obtained for the gap between HOMO and LUMO is 7.1 eV. Its highest occupied orbital energy is -4.89 eV.

```
! wB97M-V def2-TZVPD RIJCOSX def2/J DEFGRID3
* xyz -1 1
N -0.73 -0.74 0.38
O -1.30 -1.10 1.45
O -1.43 -0.34 -0.59
O 0.51 -0.88 0.27
O -1.41 -1.89 4.77
P -2.40 -1.39 5.74
N -3.29 -0.07 5.19
C -4.34 0.53 5.99
C -3.38 0.14 3.74
N -1.70 -0.84 7.16
C -2.30 -0.84 8.49
C -0.49 -0.07 7.06
N -3.50 -2.54 6.23
C -4.62 -2.99 5.42
C -2.93 -3.64 7.01
H -5.21 -0.15 6.00
H -4.68 1.42 5.46
H -4.06 0.72 7.02
H -4.04 -0.62 3.29
H -2.43 -0.06 3.23
H -3.73 1.15 3.54
H -1.74 -0.21 9.18
H -3.36 -0.62 8.49
H -2.24 -1.86 8.91
H -0.68 0.99 7.31
H 0.21 -0.36 7.87
H 0.07 -0.28 6.14
H -5.47 -3.26 6.04
H -4.89 -2.19 4.74
H -4.29 -3.84 4.80
H -3.54 -3.80 7.90
H -1.91 -3.39 7.32
H -2.83 -4.57 6.45
O 1.39 -3.96 -0.17
P 1.81 -4.17 -1.55
N 3.33 -4.87 -1.68
C 3.75 -5.56 -2.88
C 4.34 -4.49 -0.71
N 1.80 -2.83 -2.52
C 0.59 -2.08 -2.83
C 3.06 -2.14 -2.75
N 0.74 -5.20 -2.38
C 0.64 -5.40 -3.81
C 0.26 -6.35 -1.64
H 3.75 -4.91 -3.76
H 3.06 -6.38 -3.05
H 4.77 -5.94 -2.83
H 5.10 -5.27 -0.61
H 3.94 -4.37 0.30
H 4.89 -3.58 -0.96
H 0.40 -1.26 -2.14
H 0.70 -1.64 -3.83
H -0.26 -2.76 -2.83
H 3.51 -1.74 -1.84
H 3.82 -2.82 -3.15
H 2.90 -1.33 -3.45
H 0.97 -4.52 -4.36
H 1.25 -6.26 -4.11
H -0.38 -5.59 -4.15
H 0.60 -7.33 -1.99
H -0.84 -6.34 -1.65
H 0.43 -6.25 -0.56
O 4.71 1.54 -2.45
P 3.89 2.77 -2.50
N 4.35 3.85 -1.32
C 5.30 3.53 -0.26
C 3.67 5.14 -1.18
N 2.25 2.48 -2.42
C 1.26 3.54 -2.60
C 1.73 1.19 -1.94
N 4.06 3.64 -3.95
C 3.59 3.02 -5.18
C 5.25 4.46 -4.17
H 5.27 2.46 -0.09
H 4.99 4.03 0.65
H 6.31 3.83 -0.54
H 2.91 5.12 -0.40
H 3.28 5.53 -2.12
H 4.41 5.84 -0.79
H 1.64 4.29 -3.29
H 0.34 3.12 -3.01
H 1.07 4.01 -1.63
H 2.37 0.37 -2.25
H 1.66 1.17 -0.85
H 0.69 1.10 -2.26
H 3.64 3.76 -5.98
H 4.18 2.14 -5.46
H 2.58 2.60 -5.13
H 6.08 3.79 -4.43
H 5.50 4.98 -3.25
H 5.00 5.22 -4.91
O -1.97 -1.33 -7.00
P -2.93 -0.63 -6.13
N -2.24 0.73 -5.44
C -0.79 0.72 -5.18
C -2.99 1.62 -4.57
N -3.57 -1.52 -4.83
C -4.36 -2.71 -5.13
C -2.83 -1.62 -3.56
N -4.30 -0.08 -6.94
C -4.08 0.60 -8.20
C -5.59 0.14 -6.30
H -0.46 1.71 -4.88
H -0.26 0.53 -6.12
H -0.52 -0.09 -4.51
H -3.19 2.60 -5.02
H -2.42 1.87 -3.67
H -3.93 1.18 -4.24
H -4.87 -3.02 -4.22
H -5.13 -2.46 -5.86
H -3.73 -3.53 -5.49
H -3.60 -1.68 -2.79
H -2.17 -2.49 -3.55
H -2.26 -0.72 -3.36
H -3.52 -0.03 -8.90
H -5.02 0.71 -8.75
H -3.57 1.56 -8.05
H -5.91 -0.71 -5.70
H -6.36 0.29 -7.06
H -5.55 1.00 -5.62
O 1.61 0.27 3.76
P 1.84 1.69 4.09
N 0.49 2.48 4.65
C -0.81 2.35 3.98
C 0.48 3.54 5.66
N 2.36 2.60 2.77
C 2.38 4.04 2.79
C 2.03 2.01 1.46
N 3.02 2.00 5.28
C 4.42 1.76 4.90
C 2.76 1.66 6.67
H -0.85 1.58 3.21
H -1.18 3.28 3.55
H -1.48 1.94 4.75
H -0.03 3.16 6.55
H -0.01 4.42 5.23
H 1.49 3.73 5.99
H 2.56 4.40 3.80
H 3.19 4.36 2.12
H 1.50 4.52 2.36
H 0.97 1.76 1.42
H 2.33 2.76 0.71
H 2.56 1.07 1.29
H 4.58 2.22 3.92
H 5.08 2.28 5.60
H 4.59 0.69 4.77
H 1.95 2.27 7.08
H 3.61 1.89 7.32
H 2.43 0.62 6.77
C -4.56 0.03 -0.53
C -5.87 0.11 0.11
N -6.91 0.17 0.59
H -3.77 0.41 0.13
H -4.62 0.64 -1.43
H -4.22 -0.98 -0.73
*
```

This record from the Open Molecules 2025 dataset describes 2 unconnected molecules or ions with the total composition C4H2O3 at a distorted geometry. The level of theory is ωB97M-V/def2-TZVPD.

Its SMILES is C=C=C=O.O=C=O. The value obtained for the gap between HOMO and LUMO is 8.4 eV. Its highest occupied orbital energy is -9.17 eV.

```
! wB97M-V def2-TZVPD RIJCOSX def2/J DEFGRID3
* xyz 0 1
C 1.45 0.04 0.50
C 0.64 -0.82 -0.16
C -1.37 1.11 1.23
C 0.18 -1.01 -1.38
O 1.84 0.69 1.40
O -1.36 0.78 2.33
O -1.39 1.36 0.13
H 0.29 -0.25 -2.29
H -0.28 -1.90 -1.77
*
```

This record from the Open Molecules 2025 dataset describes 2 unconnected molecules or ions with the total composition C16H21Cl3F4NO4S at a distorted geometry. The level of theory is ωB97M-V/def2-TZVPD.

The value obtained for the gap between HOMO and LUMO is 8.1 eV. Its highest occupied orbital energy is -13.05 eV.

```
! wB97M-V def2-TZVPD RIJCOSX def2/J DEFGRID3
* xyz 1 1
C -3.02 0.71 0.55
C -1.88 1.76 0.59
C -1.39 2.13 -0.82
O 0.04 2.13 -0.95
C 0.53 0.93 -1.47
C 0.55 -0.20 -0.46
C 1.21 0.01 0.78
C 1.84 1.33 1.11
C 3.02 1.12 2.06
C 4.26 0.61 1.44
O 4.09 1.96 1.88
N 1.23 -0.97 1.67
C 0.68 -2.18 1.45
S 0.91 -3.32 2.82
O 1.83 -4.35 2.46
O 1.36 -2.51 3.92
C -0.75 -4.04 3.36
F -0.87 -5.28 2.96
F -1.73 -3.27 2.92
F -0.72 -4.02 4.67
C 0.03 -2.45 0.28
Cl -0.63 -4.03 0.09
C -0.05 -1.43 -0.71
C -0.80 -1.74 -2.00
C 0.01 -2.70 -2.87
F -2.04 -2.26 -1.69
H -3.66 0.87 1.42
H -2.64 -0.31 0.62
H -3.59 0.80 -0.37
H -1.07 1.31 1.17
H -2.24 2.62 1.13
H -1.73 3.14 -1.04
H -1.86 1.49 -1.58
H 1.56 1.08 -1.80
H -0.03 0.68 -2.36
H 2.25 1.83 0.24
H 1.13 1.93 1.68
H 2.80 0.78 3.06
H 4.89 0.04 2.11
H 4.34 0.56 0.36
H 1.68 -0.85 2.58
H -0.99 -0.86 -2.60
H 0.89 -2.16 -3.22
H 0.28 -3.61 -2.35
H -0.57 -2.97 -3.75
C -1.81 5.28 -3.88
Cl -1.12 4.11 -5.01
Cl -2.72 4.48 -2.59
H -1.01 5.86 -3.44
H -2.49 5.93 -4.43
*
```

This record from the Open Molecules 2025 dataset describes 2 unconnected molecules or ions with the total composition C2H8N at a distorted geometry. The level of theory is ωB97M-V/def2-TZVPD.

The value obtained for the gap between HOMO and LUMO is 9.9 eV. Its highest occupied orbital energy is -16.14 eV.

```
! wB97M-V def2-TZVPD RIJCOSX def2/J DEFGRID3
* xyz 1 1
C 0.38 1.37 -0.48
C -0.59 0.61 0.29
N 0.15 -1.73 0.21
H 1.31 1.58 -0.18
H 0.26 1.22 -1.56
H -0.04 2.41 -0.38
H -1.47 0.16 0.00
H -0.59 0.51 1.35
H -0.38 -2.13 -0.54
H -0.19 -1.96 1.11
H 1.18 -2.05 0.19
*
```

This record from the Open Molecules 2025 dataset describes a molecular structure, C4H15F4N3O11PbS4 at a distorted geometry. The level of theory is ωB97M-V/def2-TZVPD.

The value obtained for the gap between HOMO and LUMO (alpha / beta) is 9.3 / 4.2 eV. Its highest occupied orbital energy (alpha / beta) is -13.75 / -13.69 eV. As for the expectation value of S²: 0.7627.

```
! wB97M-V def2-TZVPD RIJCOSX def2/J DEFGRID3
* xyz 1 2
Pb 8.06 -16.32 10.45
N 8.42 -17.45 12.57
S 7.84 -18.80 13.27
O 7.99 -18.97 14.72
O 7.85 -19.93 12.37
F 6.24 -18.28 13.23
S 10.02 -17.90 12.90
O 10.61 -18.78 11.96
O 10.34 -18.01 14.34
F 10.54 -16.41 12.54
N 10.21 -16.41 9.43
S 11.52 -15.34 9.67
O 12.00 -14.59 8.51
O 12.48 -15.83 10.71
F 10.72 -14.23 10.40
S 10.88 -17.35 8.50
O 12.25 -17.88 8.77
O 10.55 -16.95 7.17
F 9.91 -18.55 8.96
O 7.01 -18.20 8.95
H 6.68 -19.05 9.25
H 7.20 -18.33 8.02
O 7.67 -14.95 8.25
H 7.03 -14.55 7.66
H 8.42 -15.16 7.69
C 6.29 -12.78 10.29
C 6.32 -13.52 11.61
C 5.29 -14.71 11.61
O 5.58 -15.66 10.63
C 4.51 -16.45 10.31
N 7.64 -14.08 11.77
H 6.43 -11.71 10.41
H 5.41 -13.06 9.70
H 7.12 -13.11 9.67
H 6.01 -12.71 12.28
H 4.31 -14.25 11.41
H 5.26 -15.24 12.56
H 4.46 -17.34 10.94
H 4.54 -16.68 9.24
H 3.57 -15.90 10.38
H 7.81 -14.21 12.75
H 8.13 -13.23 11.53
*
```

This record from the Open Molecules 2025 dataset describes a single C25H29FN2O3 molecule. The level of theory is ωB97M-V/def2-TZVPD.

Its SMILES is C=CCOc1cccc(C(=O)N2CCC[C@H](CCC(=O)NCc3ccccc3F)C2)c1. The value obtained for the gap between HOMO and LUMO is 9.6 eV. Its highest occupied orbital energy is -8.97 eV.

```
! wB97M-V def2-TZVPD RIJCOSX def2/J DEFGRID3
* xyz 0 1
C -3.44 -0.06 -2.04
C -2.61 0.90 -2.39
C -1.42 0.74 -3.30
O -1.08 -0.60 -3.61
C -0.55 -1.38 -2.64
C -0.15 -2.66 -3.04
C 0.41 -3.54 -2.13
C 0.57 -3.16 -0.80
C 0.17 -1.90 -0.40
C -0.37 -1.00 -1.32
H -0.67 -0.02 -0.98
C 0.37 -1.40 1.00
O 1.34 -0.70 1.28
N -0.58 -1.73 1.89
C -1.80 -2.43 1.58
H -1.71 -2.92 0.61
C -2.99 -1.47 1.60
H -2.90 -0.78 0.76
C -3.04 -0.70 2.92
H -3.84 0.04 2.89
H -3.26 -1.40 3.73
C -1.70 -0.01 3.22
C -0.60 -1.08 3.19
H 0.39 -0.65 3.35
H -0.79 -1.84 3.95
H -1.73 0.42 4.22
C -1.42 1.11 2.21
H -1.21 0.67 1.24
H -2.32 1.73 2.10
C -0.25 2.02 2.61
C 0.21 2.80 1.38
O -0.16 3.93 1.13
N 1.02 2.09 0.58
H 1.30 1.14 0.84
C 1.58 2.63 -0.64
C 2.90 1.98 -0.95
C 4.10 2.66 -0.80
C 5.32 2.05 -1.05
C 5.35 0.73 -1.45
C 4.16 0.03 -1.60
C 2.95 0.65 -1.36
H 2.03 0.10 -1.48
H 4.18 -1.00 -1.92
H 6.29 0.25 -1.64
H 6.23 2.62 -0.92
F 4.10 3.95 -0.41
H 1.69 3.71 -0.50
H 0.89 2.47 -1.48
H -0.56 2.72 3.38
H 0.59 1.43 2.98
H -3.91 -2.04 1.47
H -1.95 -3.21 2.35
H 1.01 -3.84 -0.09
H 0.71 -4.52 -2.45
H -0.29 -2.95 -4.07
H -1.65 1.20 -4.27
H -0.56 1.26 -2.87
H -2.76 1.92 -2.05
H -3.31 -1.07 -2.39
H -4.29 0.12 -1.41
*
```

This record from the Open Molecules 2025 dataset describes 2 unconnected molecules or ions with the total composition H9N5Si at a distorted geometry. The level of theory is ωB97M-V/def2-TZVPD.

Its SMILES is [H]/N=[SiH]/N.NNN. The value obtained for the gap between HOMO and LUMO is 9.3 eV. Its highest occupied orbital energy is -8.76 eV.

```
! wB97M-V def2-TZVPD RIJCOSX def2/J DEFGRID3
* xyz 0 1
N -1.97 0.51 -1.61
N -2.69 -0.30 0.42
N 3.45 0.06 2.36
N 1.86 0.59 0.05
N -1.91 -0.63 -0.73
Si 2.62 -0.39 1.13
H -1.25 0.31 -2.30
H -2.93 0.45 -2.11
H -3.66 -0.53 0.30
H -2.74 0.65 0.56
H 4.40 -0.05 2.63
H -1.01 -0.66 -0.28
H 1.66 0.19 -0.84
H 1.83 1.53 0.07
H 2.33 -1.73 0.36
*
```

This record from the Open Molecules 2025 dataset describes a molecular structure, C3H8N2S2 at a distorted geometry. The level of theory is ωB97M-V/def2-TZVPD.

The value obtained for the gap between HOMO and LUMO is 8.4 eV. Its highest occupied orbital energy is -7.71 eV.

```
! wB97M-V def2-TZVPD RIJCOSX def2/J DEFGRID3
* xyz 0 1
C 0.66 1.21 0.99
C 1.05 -1.34 0.98
C -0.86 0.97 -0.91
N 1.24 -0.30 -0.59
N 0.55 0.79 -0.40
S 0.01 -0.30 1.96
S 0.35 -2.98 0.75
H 1.61 1.31 1.33
H -0.05 2.00 1.14
H 2.17 -1.18 1.29
H -1.58 1.14 0.01
H -0.90 1.67 -1.71
H -1.05 0.04 -1.44
H 0.90 -0.89 -1.41
H 0.84 -3.29 -0.41
*
```

This record from the Open Molecules 2025 dataset describes 10 unconnected molecules or ions with the total composition C5H31N2O10 at a distorted geometry. The level of theory is ωB97M-V/def2-TZVPD.

The value obtained for the gap between HOMO and LUMO (alpha / beta) is 3.3 / 7.7 eV. Its highest occupied orbital energy (alpha / beta) is -3.33 / -7.80 eV. As for the expectation value of S²: 0.7536.

```
! wB97M-V def2-TZVPD RIJCOSX def2/J DEFGRID3
* xyz 0 2
O 1.10 -0.17 -1.17
C 0.40 0.92 -1.00
N 0.24 1.69 -2.14
C -0.72 2.82 -2.36
C -0.11 1.27 0.34
N -0.51 0.07 1.08
C 1.22 3.40 0.51
C 0.83 2.12 1.21
H 0.40 1.22 -3.03
H -1.35 2.50 -3.24
H -1.31 3.02 -1.46
H -0.14 3.67 -2.62
H -0.93 2.03 0.19
H -0.44 0.20 2.10
H 0.06 -0.71 0.68
H -1.50 -0.15 0.91
H 0.48 4.21 0.51
H 2.18 3.87 0.83
H 1.31 3.16 -0.56
H 0.41 2.38 2.24
H 1.77 1.60 1.45
H -1.03 -3.14 1.38
H -2.08 -2.15 2.20
O -1.31 -2.26 1.64
H 0.04 -4.91 -0.31
H -1.25 -3.96 -0.55
O -0.45 -4.14 -0.05
H -3.73 0.26 -0.50
H -4.15 -1.18 -0.17
O -3.39 -0.62 -0.35
H 3.05 -1.56 -3.26
H 2.76 -0.78 -2.04
O 3.52 -1.17 -2.52
H -1.48 -0.05 -3.34
H -2.86 -0.35 -3.38
O -2.24 0.06 -2.75
H 2.50 2.84 4.42
H 3.13 2.77 2.97
O 2.32 2.70 3.48
H -2.51 -1.63 -1.64
H -1.15 -1.93 -1.70
O -1.92 -2.41 -1.49
H 1.53 -2.06 0.35
H 1.12 -3.49 0.63
O 1.76 -2.81 0.90
H 0.33 0.02 4.80
H 0.78 1.05 3.75
O 0.06 0.43 3.98
*
```